Molecular formula: C17H22BrIO5Pb
Method: DFT, ωB97M-V/def2-TZVPD

XYZ file:
```
47
Properties=species:S:1:pos:R:3:forces:R:3:nbo_charge:R:1
Pb 9.49859 9.09293 4.81320 0.020 0.221 -0.430 1.29
C 15.49625 15.84573 6.69317 -1.266 0.762 0.343 -0.59
C 15.57749 15.15199 5.35159 0.674 -0.004 -0.834 -0.07
C 15.61423 16.18608 4.21449 -0.021 0.440 0.042 -0.59
C 16.93206 14.40455 5.28429 -0.207 -0.036 0.002 -0.60
C 14.37237 14.25523 5.17601 -0.495 -1.136 -0.311 -0.17
C 14.40102 12.86225 4.91757 0.085 0.752 -0.274 -0.23
C 13.21288 12.17036 4.79209 0.035 -0.272 0.403 -0.18
Br 13.24954 10.27503 4.45536 0.162 0.319 -0.001 -0.01
C 11.89657 12.70408 5.03047 -0.281 0.399 -0.477 0.35
O 10.85523 11.99949 5.00203 0.007 -0.289 0.081 -0.77
C 11.88605 14.13921 5.21431 0.593 0.204 0.057 -0.06
C 13.09811 14.82279 5.26686 -0.124 -0.746 0.274 -0.16
C 10.61903 15.00338 5.39625 1.029 0.911 -0.672 -0.09
C 9.32311 14.27904 5.35761 -0.270 -0.460 0.043 -0.60
C 10.69594 15.74350 6.71923 -0.295 0.601 0.499 -0.59
C 10.56305 16.06531 4.26698 -1.062 -0.244 0.201 -0.59
H 16.32093 16.52723 6.80220 0.576 0.373 0.233 0.18
H 15.50119 15.11604 7.49955 0.037 -0.043 0.123 0.21
H 14.55411 16.46121 6.80324 0.929 -0.703 -0.157 0.21
H 16.35558 16.97644 4.40885 0.110 -0.253 -0.089 0.18
H 14.66491 16.70469 4.08310 -0.158 -0.109 0.081 0.21
H 15.84053 15.68255 3.27228 0.044 0.089 -0.002 0.21
H 17.79492 15.06267 5.47397 -0.395 0.069 0.120 0.19
H 17.12533 13.96434 4.29697 -0.288 -0.080 0.210 0.21
H 16.92436 13.62307 6.04103 0.212 -0.221 -0.004 0.21
H 15.34213 12.34410 4.72561 -0.241 0.074 0.210 0.21
H 13.04662 15.87030 5.48114 -0.004 0.570 -0.074 0.16
H 9.25173 13.63379 6.21250 -0.282 -0.439 0.396 0.22
H 9.30785 13.64666 4.49191 -0.428 -0.283 -0.438 0.24
H 8.51003 15.00140 5.36824 -0.244 0.056 -0.059 0.17
H 10.71127 15.02552 7.52674 0.071 -0.254 0.345 0.21
H 9.80613 16.38776 6.88193 0.339 -0.238 -0.199 0.18
H 11.58603 16.36768 6.81488 -0.029 0.036 -0.026 0.19
H 10.39644 15.59751 3.28564 -0.052 0.112 0.277 0.21
H 11.45047 16.64351 4.21261 1.034 0.493 -0.080 0.19
H 9.74699 16.78470 4.49774 0.198 -0.435 -0.295 0.18
O 5.57919 7.44724 5.14270 -0.331 -0.229 -0.179 -0.67
C 6.76714 7.71370 5.09143 -0.428 0.462 0.533 0.65
O 7.21738 8.93108 5.02754 0.570 -0.443 -0.069 -0.83
C 7.80099 6.52565 5.20530 0.917 1.542 -0.389 0.67
O 7.41955 5.40464 5.40357 -0.562 -1.223 0.186 -0.65
O 9.03943 6.88311 5.05678 0.002 -0.067 0.222 -0.85
I 11.33425 8.42728 7.92782 0.477 -0.484 0.305 -0.02
C 9.92968 9.70796 7.00805 0.106 0.717 -0.103 -1.05
H 10.44241 10.69751 6.99940 -0.648 -0.695 -0.071 0.24
H 9.06703 9.68042 7.66479 -0.114 0.184 0.047 0.20
```
Forces are in eV/Å.

The calculation puts the total energy at -111617.08555 eV. The max |F| comes out at 0.036 Eh/bohr. Its HOMO energy is -0.0657 Eh. As for the relative energy (zero: lowest compared OMol25 entry of this formula, charge and spin): 0.0 kJ/mol. The LUMO energy is 4.06 eV. The charge is -2. Its spin multiplicity is 1.

---

Molecular formula: C23H43AlBr2F4NO8S4
Method: DFT, ωB97M-V/def2-TZVPD

XYZ file:
```
86
Properties=species:S:1:pos:R:3:forces:R:3:lowdin_charge:R:1
C 5.27122 0.29377 0.04287 -0.758 0.819 -0.054 -0.06
C 4.80041 1.73500 0.32365 0.740 -0.343 -0.828 -0.55
C 5.26365 2.74255 -0.73029 0.759 0.197 0.298 -0.06
N 4.10325 2.05347 1.30418 -1.383 0.169 0.047 0.04
Al 2.28245 1.52384 1.12044 0.386 -0.441 0.970 0.10
F 2.18128 0.06044 0.14666 0.069 0.854 0.255 -0.28
C 1.15301 3.04143 0.41284 0.253 -0.840 -0.047 -0.23
C -0.06043 2.65391 -0.45595 0.411 1.113 0.093 -0.26
C 0.27837 1.77506 -1.66432 -1.540 0.065 0.285 -0.76
F 1.55388 1.79421 -1.98361 1.151 -0.082 -0.028 -0.02
Br -0.62630 2.58851 -3.25759 0.235 -0.256 -0.206 0.84
C -0.26957 0.29829 -1.54215 0.442 0.222 -1.465 -0.94
F -1.46978 0.20784 -2.14663 -0.752 -0.001 -0.111 -0.06
F -0.49284 -0.04982 -0.30588 0.238 -0.347 1.225 0.08
Br 0.84467 -0.99358 -2.47993 0.069 0.041 0.194 0.86
H 5.08863 0.08603 -1.01275 0.343 -0.213 -0.063 0.07
H 6.32675 0.22029 0.30764 0.079 -0.209 -0.149 0.07
H 4.63981 -0.35489 0.63783 0.198 -0.270 0.127 0.06
H 6.15517 2.39466 -1.25629 -0.088 -0.070 -0.245 0.06
H 4.46836 2.95702 -1.44303 -0.100 -0.195 -0.064 0.07
H 5.53218 3.68763 -0.25928 -0.162 0.051 0.146 0.06
H 1.74840 1.13683 2.59850 -0.166 -0.046 0.062 -0.08
H 1.78017 3.79204 -0.06883 -0.052 0.013 -0.303 0.05
H 0.74738 3.53680 1.29640 -0.019 -0.017 0.139 0.04
H -0.48716 3.57067 -0.85349 -0.179 0.043 -0.077 0.05
H -0.84032 2.23166 0.17028 -0.032 -0.450 -0.124 0.11
C -3.67664 -5.13467 -2.20242 0.101 0.524 -0.234 -0.24
C -3.65004 -3.61458 -1.98592 -0.023 -0.083 -0.116 -0.20
C -2.28552 -3.10464 -2.46468 -0.305 0.163 0.293 -0.23
S -1.74538 -4.24795 -3.73841 -0.196 0.142 0.047 0.65
O -0.56856 -4.93902 -3.27330 0.060 0.004 -0.180 -0.32
O -1.77696 -3.59079 -5.02159 0.219 -0.126 -0.049 -0.33
C -3.14248 -5.36002 -3.61304 -0.247 -0.154 0.200 -0.22
H -4.67567 -5.54049 -2.08620 -0.016 -0.029 -0.013 0.09
H -3.02726 -5.61972 -1.48040 0.072 -0.060 -0.039 0.09
H -4.44539 -3.14873 -2.57273 0.009 -0.002 0.009 0.12
H -3.81958 -3.35251 -0.94118 0.000 0.026 -0.018 0.11
H -2.34553 -2.10576 -2.88811 0.194 -0.029 -0.057 0.09
H -1.54534 -3.12269 -1.66690 0.096 -0.025 -0.102 0.10
H -2.81461 -6.38145 -3.79348 0.121 0.059 -0.064 0.11
H -3.87235 -5.06092 -4.36558 0.059 0.033 -0.033 0.11
C -4.31395 -8.14721 2.65883 0.061 0.074 -0.034 -0.22
C -4.04565 -6.67544 2.99992 -0.047 -0.062 0.019 -0.21
C -3.97327 -5.90232 1.67701 0.191 0.118 0.319 -0.21
S -5.00204 -6.80664 0.51521 -0.253 -0.180 0.624 0.66
O -4.16612 -7.35957 -0.51458 -0.094 -0.270 -0.105 -0.32
O -6.18163 -6.03405 0.21544 0.110 -0.007 -0.341 -0.32
C -5.43864 -8.13792 1.62706 0.045 -0.181 0.358 -0.23
H -4.58769 -8.72412 3.54133 0.007 -0.003 -0.010 0.11
H -3.41618 -8.59558 2.22746 -0.031 -0.026 -0.012 0.12
H -4.86610 -6.28848 3.60805 -0.004 -0.001 -0.023 0.12
H -3.12814 -6.55394 3.57373 -0.005 0.020 -0.017 0.12
H -4.35469 -4.88886 1.77501 -0.018 -0.002 -0.166 0.10
H -2.96039 -5.88012 1.27782 -0.045 -0.037 -0.092 0.11
H -5.52307 -9.06699 1.06819 -0.024 0.100 -0.143 0.11
H -6.39508 -7.88646 2.08560 -0.006 0.032 -0.044 0.11
C -4.18081 5.30387 -3.53750 -0.024 0.081 0.085 -0.22
C -4.74219 6.71428 -3.31482 -0.009 -0.039 -0.036 -0.22
C -3.84966 7.40282 -2.27580 -0.414 0.110 -0.084 -0.23
S -2.22217 6.65383 -2.43752 -0.002 -0.111 -0.254 0.66
O -1.92696 5.94064 -1.22279 0.093 0.124 0.041 -0.31
O -1.30618 7.61972 -2.98906 0.090 0.009 0.183 -0.33
C -2.67463 5.47436 -3.70190 -0.246 -0.246 -0.194 -0.25
H -4.62483 4.82478 -4.40935 0.014 -0.017 0.013 0.11
H -4.39104 4.67978 -2.66575 0.036 -0.029 -0.024 0.12
H -4.71040 7.27065 -4.25442 0.023 -0.010 0.005 0.11
H -5.78072 6.68931 -2.98487 0.010 0.018 0.001 0.11
H -3.76628 8.47250 -2.45220 0.141 -0.007 0.088 0.10
H -4.19909 7.22086 -1.26105 0.118 -0.045 0.022 0.10
H -2.11709 4.54815 -3.55852 -0.010 0.315 0.101 -0.02
H -2.43029 5.91597 -4.66835 0.049 0.053 0.044 0.11
C 5.68035 2.21517 4.63147 0.051 -0.030 0.141 -0.21
C 6.50814 2.74170 5.81218 -0.053 0.007 -0.053 -0.22
C 7.89916 2.10280 5.72020 -0.138 0.155 0.386 -0.23
S 8.17606 1.76540 3.97489 -0.384 0.297 -0.079 0.66
O 8.25827 0.33623 3.79574 0.254 0.012 -0.027 -0.33
O 9.20800 2.64530 3.47722 0.176 -0.236 -0.013 -0.34
C 6.57953 2.33185 3.40947 -0.182 -0.014 0.026 -0.23
H 4.75804 2.77704 4.49815 -0.012 -0.060 -0.091 0.12
H 5.41570 1.16918 4.80018 -0.036 0.010 -0.059 0.12
H 6.59758 3.82808 5.73721 0.008 -0.011 -0.018 0.11
H 6.03602 2.51771 6.76896 0.023 0.006 0.002 0.11
H 8.68089 2.76704 6.08182 0.109 -0.094 -0.092 0.10
H 7.94334 1.15463 6.25346 0.035 -0.049 -0.111 0.10
H 6.24355 1.72329 2.57424 0.058 0.004 -0.013 0.08
H 6.68925 3.37010 3.09742 0.051 -0.025 -0.045 0.11
```
Forces are in eV/Å.

The calculation puts the total energy at -243313.64915 eV. The max |F| comes out at 0.030 Eh/bohr. Its HOMO energy is -0.1493 Eh. The LUMO energy is 1.64 eV. The charge is -1. Its spin multiplicity is 1.

---

Molecular formula: C22H28Cl2N2O4
Method: DFT, ωB97M-V/def2-TZVPD

XYZ file:
```
58
Properties=species:S:1:pos:R:3:forces:R:3:nbo_charge:R:1
O -2.81763 -2.96871 -0.88300 0.026 -0.254 -0.231 -0.71
C -3.19791 -1.80678 -0.19348 0.000 0.598 0.309 0.07
C -3.63520 -0.73066 -1.21057 0.061 -0.669 -0.054 -0.09
O -3.86381 0.52879 -0.62297 -0.227 0.287 0.229 -0.51
C -4.97241 0.74090 0.13293 -0.005 0.212 0.113 0.36
C -6.07154 -0.10426 0.23046 0.211 -0.080 -0.173 -0.32
C -7.15922 0.24778 1.01248 -0.032 0.052 0.058 -0.18
C -7.17108 1.43966 1.71231 -0.065 -0.010 0.024 -0.23
C -6.08225 2.29263 1.63270 0.042 -0.096 -0.071 -0.21
C -4.99813 1.94232 0.85356 0.040 -0.171 -0.107 -0.11
Cl -3.62753 2.98900 0.75216 0.128 0.185 0.045 0.01
C -2.04169 -1.29828 0.68738 -0.412 -0.153 -0.155 -0.25
N -0.88190 -1.02610 -0.15140 0.049 -0.059 0.135 -0.49
C -0.56778 0.38561 -0.26420 0.062 0.222 -0.361 -0.23
C 0.49025 0.59449 -1.34370 -0.107 0.035 0.219 -0.21
N 1.70039 -0.13680 -1.00536 -0.114 -0.069 -0.189 -0.46
C 2.78226 0.03155 -1.96553 0.152 0.198 -0.015 -0.25
C 3.41615 1.43634 -2.01616 0.233 -0.383 0.385 0.06
O 2.78114 2.28444 -2.94358 -0.422 0.389 -0.225 -0.71
C 3.55860 2.11398 -0.63328 -0.278 0.176 -0.405 -0.10
O 4.80491 1.84388 -0.03402 0.290 -0.277 0.231 -0.50
C 4.99885 0.74290 0.73582 0.236 -0.018 0.125 0.35
C 4.02101 -0.15483 1.14821 -0.059 0.190 -0.120 -0.34
C 4.35066 -1.22756 1.96036 0.099 -0.035 0.043 -0.19
C 5.65259 -1.42614 2.37929 -0.005 -0.080 0.046 -0.24
C 6.64056 -0.54066 1.98020 -0.100 0.051 -0.060 -0.21
C 6.31514 0.52846 1.16946 -0.163 0.054 -0.098 -0.10
Cl 7.54093 1.63533 0.66658 0.201 0.079 -0.008 0.01
C 1.37719 -1.54807 -0.85361 -0.054 -0.089 0.291 -0.23
C 0.32129 -1.74079 0.22995 0.225 -0.160 -0.257 -0.22
H -1.95443 -2.78216 -1.27798 0.007 0.082 -0.027 0.47
H -4.04195 -2.08848 0.44474 0.092 0.061 -0.027 0.18
H -4.50624 -1.08186 -1.77465 0.089 0.040 0.015 0.19
H -2.81285 -0.56632 -1.91230 -0.099 -0.072 0.038 0.20
H -6.08859 -1.03922 -0.30613 0.033 -0.097 -0.070 0.22
H -8.00296 -0.42267 1.07075 -0.070 -0.063 0.003 0.22
H -8.01993 1.70862 2.32063 -0.083 0.025 0.059 0.22
H -6.06780 3.22559 2.17343 0.037 0.093 0.034 0.23
H -2.36332 -0.40660 1.23477 0.065 -0.008 0.037 0.21
H -1.80844 -2.07768 1.41819 -0.004 0.040 -0.028 0.21
H -1.47033 0.93702 -0.52842 0.022 0.038 0.055 0.23
H -0.18323 0.78348 0.69183 -0.066 -0.001 -0.045 0.17
H 0.71157 1.66281 -1.38652 -0.036 0.022 -0.002 0.18
H 0.08807 0.27345 -2.32090 0.010 0.070 0.012 0.17
H 3.56594 -0.67531 -1.68158 -0.010 -0.011 -0.027 0.21
H 2.45647 -0.21660 -2.99095 0.069 -0.030 0.069 0.19
H 4.42814 1.32493 -2.42348 -0.118 -0.028 0.164 0.20
H 1.86855 2.44311 -2.67859 0.093 -0.020 -0.067 0.46
H 3.56461 3.19672 -0.79770 -0.059 -0.207 -0.009 0.21
H 2.72586 1.85410 0.02559 0.040 0.031 0.015 0.19
H 3.00160 -0.03058 0.82187 -0.112 0.069 -0.062 0.25
H 3.57386 -1.91309 2.26553 -0.080 -0.058 0.032 0.21
H 5.90438 -2.26319 3.01136 0.028 -0.079 0.062 0.22
H 7.66382 -0.67435 2.29308 0.109 0.021 0.011 0.23
H 2.28563 -2.08563 -0.57235 0.012 0.003 -0.037 0.21
H 1.00003 -1.97105 -1.80127 0.038 -0.035 0.040 0.17
H 0.09589 -2.80540 0.32516 0.009 0.034 0.043 0.21
H 0.72184 -1.37805 1.19292 -0.026 -0.046 -0.010 0.17
```
Forces are in eV/Å.

The calculation puts the total energy at -59482.63333 eV. The max |F| comes out at 0.013 Eh/bohr. Its SMILES is O[C@H](COc1ccccc1Cl)CN1CCN(C[C@@H](O)COc2ccccc2Cl)CC1. Its HOMO energy is -0.3132 Eh. As for the relative energy (zero: lowest compared OMol25 entry of this formula, charge and spin): 21.7 kJ/mol. The LUMO energy is 0.53 eV. Its spin multiplicity is 1.

---

> Which value of HOMO energy does entry 2 give?

-0.1493 Eh